Computed, not measured: a cluster of 9 separate species, C14H35N9O20 in total, with wB97M-V/def2-TZVPD.

SMILES string: CCC[C@@H](CON=O)OC=O.C[N+](=O)[O-].C[N+](=O)[O-].C[N+](=O)[O-].C[N+](=O)[O-].C[N+](=O)[O-].C[N+](=O)[O-].C[N+](=O)[O-].C[N+](=O)[O-]
Total charge: 0
Gap between HOMO and LUMO: 10.21 eV

Positions of all 78 atoms, in Å:
C (0.84, -1.51, -0.86)
C (-0.26, -2.00, 0.11)
C (-1.53, -2.44, -0.56)
C (-2.34, -1.29, -1.12)
C (-3.74, -1.81, -1.44)
O (-4.63, -1.59, -0.34)
N (-5.26, -2.84, 0.03)
O (-6.27, -2.97, -0.51)
O (-2.35, -0.27, -0.13)
C (-2.66, 0.94, -0.60)
O (-2.98, 1.78, 0.14)
H (1.08, -0.49, -0.60)
H (0.53, -1.50, -1.90)
H (1.73, -2.09, -0.73)
H (0.15, -2.85, 0.65)
H (-0.43, -1.25, 0.86)
H (-1.36, -3.19, -1.33)
H (-2.16, -2.90, 0.19)
H (-1.86, -0.94, -2.03)
H (-3.66, -2.88, -1.59)
H (-4.13, -1.38, -2.35)
H (-2.58, 1.12, -1.66)
C (-3.63, 2.54, 2.84)
N (-3.53, 3.32, 4.11)
O (-3.34, 2.70, 5.14)
O (-3.63, 4.52, 4.03)
H (-3.52, 1.49, 3.06)
H (-4.60, 2.75, 2.41)
H (-2.84, 2.88, 2.18)
C (0.16, 1.52, -4.09)
N (0.37, 0.05, -4.06)
O (1.31, -0.38, -3.42)
O (-0.43, -0.64, -4.68)
H (0.94, 1.99, -3.50)
H (0.21, 1.84, -5.13)
H (-0.82, 1.72, -3.68)
C (-6.55, 1.54, -1.44)
N (-5.90, 1.06, -2.69)
O (-4.68, 0.98, -2.69)
O (-6.62, 0.77, -3.61)
H (-5.78, 1.76, -0.71)
H (-7.11, 2.44, -1.69)
H (-7.21, 0.75, -1.09)
C (4.82, -2.01, -4.56)
N (4.77, -1.14, -3.36)
O (4.96, -1.66, -2.28)
O (4.54, 0.04, -3.53)
H (5.03, -3.02, -4.25)
H (3.85, -1.94, -5.05)
H (5.60, -1.62, -5.21)
C (0.53, 3.20, 2.27)
N (0.63, 1.77, 1.89)
O (0.00, 0.97, 2.53)
O (1.35, 1.51, 0.94)
H (-0.13, 3.28, 3.12)
H (1.53, 3.56, 2.53)
H (0.14, 3.74, 1.42)
C (7.34, -3.01, 0.16)
N (8.15, -3.49, -0.98)
O (9.36, -3.36, -0.91)
O (7.55, -3.99, -1.91)
H (8.00, -2.59, 0.91)
H (6.66, -2.25, -0.22)
H (6.78, -3.85, 0.56)
C (4.81, 1.32, -0.63)
N (5.43, 2.40, 0.19)
O (6.52, 2.19, 0.67)
O (4.78, 3.42, 0.33)
H (5.49, 0.48, -0.67)
H (3.87, 1.04, -0.16)
H (4.64, 1.72, -1.62)
C (-2.72, 0.46, 7.30)
N (-1.73, -0.58, 7.69)
O (-1.90, -1.71, 7.27)
O (-0.80, -0.23, 8.39)
H (-3.47, 0.01, 6.67)
H (-3.15, 0.85, 8.21)
H (-2.18, 1.23, 6.76)

=====

Computed, not measured: a cluster of 11 separate species, C14H36Br6N8O16 in total, with wB97M-V/def2-TZVPD.

Multiplicity: 2
Total charge: -1
<S²>: 0.75
Gap between HOMO and LUMO (spin up / spin down): 3.46 / 7.28 eV

Positions of all 80 atoms, in Å:
Br (-2.32, -1.49, -1.46)
C (-3.60, -1.43, -3.06)
C (-4.70, -0.36, -2.87)
Br (-5.94, -0.43, -4.42)
H (-4.07, -2.40, -3.25)
H (-2.97, -1.27, -3.93)
H (-4.33, 0.67, -2.87)
H (-5.33, -0.54, -2.00)
Br (1.47, 1.26, -5.63)
C (2.62, 1.20, -4.09)
C (3.30, 2.57, -3.89)
Br (4.76, 2.35, -2.55)
H (3.35, 0.42, -4.29)
H (1.92, 0.90, -3.31)
H (2.54, 3.22, -3.45)
H (3.69, 3.10, -4.77)
Br (-0.31, 2.81, -2.30)
C (-2.12, 2.64, -3.14)
C (-2.08, 2.44, -4.66)
Br (-1.35, 3.96, -5.68)
H (-2.63, 3.56, -2.83)
H (-2.54, 1.82, -2.56)
H (-3.11, 2.30, -4.98)
H (-1.44, 1.59, -4.90)
C (-0.80, 2.62, 3.66)
N (0.20, 3.63, 3.23)
O (0.52, 4.57, 3.94)
O (0.69, 3.46, 2.14)
H (-1.66, 2.61, 2.99)
H (-0.88, 2.71, 4.74)
H (-0.20, 1.72, 3.56)
C (-0.96, -4.57, -1.24)
N (0.18, -5.31, -1.81)
O (0.79, -6.12, -1.03)
O (0.44, -5.19, -3.02)
H (-1.47, -4.06, -2.05)
H (-0.54, -3.89, -0.50)
H (-1.66, -5.31, -0.85)
C (3.86, 2.19, 1.49)
N (4.07, 2.13, 2.98)
O (3.76, 1.12, 3.61)
O (4.62, 3.09, 3.42)
H (4.69, 2.71, 1.02)
H (2.93, 2.75, 1.40)
H (3.85, 1.17, 1.12)
C (0.21, 0.33, 0.47)
N (1.22, -0.58, -0.22)
O (1.01, -1.81, -0.12)
O (2.05, -0.08, -0.88)
H (0.33, 1.32, 0.03)
H (0.49, 0.43, 1.52)
H (-0.80, -0.02, 0.28)
C (4.57, -2.35, -0.01)
N (5.41, -1.30, -0.64)
O (6.02, -0.50, 0.09)
O (5.42, -1.19, -1.89)
H (4.90, -3.28, -0.46)
H (3.60, -2.22, -0.49)
H (4.67, -2.19, 1.07)
C (-4.75, 1.46, 1.91)
N (-3.82, 1.08, 0.78)
O (-2.75, 0.52, 1.05)
O (-4.12, 1.37, -0.36)
H (-4.30, 1.07, 2.82)
H (-5.74, 1.05, 1.67)
H (-4.72, 2.54, 1.95)
C (2.22, -0.90, 5.52)
N (1.63, -1.23, 4.18)
O (0.45, -0.94, 4.01)
O (2.37, -1.71, 3.31)
H (2.23, -1.81, 6.11)
H (1.45, -0.35, 6.08)
H (3.20, -0.44, 5.45)
C (-2.55, -2.99, 1.57)
N (-3.13, -2.44, 2.81)
O (-4.22, -1.93, 2.65)
O (-2.46, -2.43, 3.87)
H (-1.89, -2.21, 1.19)
H (-3.32, -3.29, 0.86)
H (-2.11, -3.93, 1.91)

=====

> Which of these has the lowest total charge?

C14H36Br6N8O16

=====

> What is the formula in the first record?

C14H35N9O20

=====

> Which of these has the lowest total charge?

C14H36Br6N8O16